[1]
{
  "formula": "C4H7NO2",
  "method": "ωB97M-V/def2-TZVPD",
  "orbital_gap_ev": 9.76,
  "lumo_ev": 0.1,
  "relative_energy_ev": 3.978,
  "species": ["O", "O", "N", "C", "C", "C", "C", "H", "H", "H", "H", "H", "H", "H"],
  "coordinates": [[-0.61, -1.23, -0.47], [0.50, 0.88, 0.90], [2.53, 0.58, -0.34], [1.34, -1.01, -0.36], [-1.19, -0.48, 0.35], [1.33, 0.37, 0.13], [-2.05, 0.65, -0.10], [-2.10, 1.42, 0.67], [-3.07, 0.30, -0.32], [1.50, -1.22, -1.41], [1.56, -1.80, 0.35], [-1.62, 1.07, -1.02], [-1.23, -0.76, 1.41], [3.10, 1.22, 0.22]],
  "lowdin_charge": [-0.0409, 0.0143, 0.1375, 0.1670, -0.2832, -0.6579, -0.0383, 0.0841, 0.0901, 0.1065, 0.1157, 0.0929, 0.1362, 0.0759]
}

=====

[2]
{
  "formula": "C24H26N2PRhSSbSe4",
  "method": "ωB97M-V/def2-TZVPD",
  "orbital_gap_ev": 4.16,
  "lumo_ev": 0.9,
  "total_charge": -1,
  "species": ["Sb", "Rh", "Se", "Se", "Se", "Se", "S", "P", "N", "N", "C", "C", "C", "C", "C", "C", "C", "C", "C", "C", "C", "C", "C", "C", "C", "C", "C", "C", "C", "C", "C", "C", "C", "C", "H", "H", "H", "H", "H", "H", "H", "H", "H", "H", "H", "H", "H", "H", "H", "H", "H", "H", "H", "H", "H", "H", "H", "H", "H", "H"],
  "coordinates": [[-5.83, -0.36, 0.19], [-1.24, -0.73, -0.59], [-3.51, -1.21, -0.64], [-6.80, -2.31, 1.30], [-2.69, 0.02, 1.14], [-7.20, 0.17, -1.81], [-1.53, 0.80, -2.70], [1.03, -0.61, 0.06], [-3.63, 2.21, -3.56], [-3.59, 1.97, -1.39], [2.85, -2.79, 0.23], [0.47, -3.29, 0.04], [-2.97, 1.66, -2.53], [-4.89, 2.80, -3.14], [3.14, -4.13, 0.04], [0.68, 0.17, 1.68], [3.85, 0.87, -2.40], [1.53, -2.35, 0.23], [4.85, 0.99, -0.23], [-0.35, 1.27, 4.02], [3.71, 0.47, 0.37], [3.69, 0.27, 1.86], [2.70, 0.37, -1.83], [0.44, 1.55, 1.76], [0.69, 2.45, 0.59], [-0.91, -2.87, 0.12], [2.61, 0.16, -0.45], [0.81, -4.62, -0.23], [4.93, 1.18, -1.59], [0.40, -0.64, 2.79], [-4.75, 2.81, -1.61], [-0.06, 2.08, 2.94], [2.12, -5.04, -0.21], [-0.11, -0.10, 3.95], [-4.99, 3.81, -3.55], [3.26, 1.15, 2.35], [0.23, 3.43, 0.75], [2.35, -6.08, -0.39], [-5.64, 2.37, -1.14], [0.02, -5.33, -0.41], [3.09, -0.60, 2.13], [-3.45, 1.93, -4.51], [-3.22, 1.74, -0.47], [3.66, -2.09, 0.35], [0.28, 2.02, -0.33], [-0.26, 3.14, 3.00], [0.56, -1.71, 2.71], [-0.34, -0.74, 4.79], [-0.79, 1.70, 4.91], [4.70, 0.13, 2.23], [1.85, 0.13, -2.45], [4.17, -4.46, 0.04], [5.84, 1.59, -2.02], [5.70, 1.24, 0.40], [1.76, 2.60, 0.43], [-1.18, -2.57, 1.15], [-4.59, 3.81, -1.20], [-1.63, -3.62, -0.25], [-5.74, 2.19, -3.46], [3.91, 1.03, -3.47]],
  "lowdin_charge": [-0.0731, 0.0598, 0.0169, -0.3397, 0.2299, -0.2970, 0.5818, 1.0240, 0.0180, -0.0177, -0.0841, -0.3169, -0.8715, -0.1588, -0.0950, -0.3748, -0.0828, -0.2917, -0.0518, -0.0890, -0.2835, -0.0417, -0.0922, -0.3164, -0.0491, -0.1959, -0.3182, -0.0474, -0.0838, -0.1212, -0.1819, -0.0617, -0.0891, -0.0910, 0.1084, 0.0918, 0.0811, 0.0995, 0.0116, 0.1117, 0.0642, 0.1323, -0.0070, 0.0948, 0.0458, 0.1100, 0.1084, 0.1042, 0.1014, 0.0827, 0.0953, 0.0955, 0.0995, 0.1092, 0.0796, 0.0356, 0.1153, 0.0526, 0.0615, 0.1017]
}

=====

[3]
{
  "formula": "C21H41N5O3P",
  "method": "ωB97M-V/def2-TZVPD",
  "orbital_gap_ev": 6.73,
  "lumo_ev": 2.5,
  "relative_energy_ev": 0.000,
  "total_charge": -1,
  "species": ["P", "O", "O", "O", "N", "N", "N", "N", "N", "C", "C", "C", "C", "C", "C", "C", "C", "C", "C", "C", "C", "C", "C", "C", "C", "C", "C", "C", "C", "C", "H", "H", "H", "H", "H", "H", "H", "H", "H", "H", "H", "H", "H", "H", "H", "H", "H", "H", "H", "H", "H", "H", "H", "H", "H", "H", "H", "H", "H", "H", "H", "H", "H", "H", "H", "H", "H", "H", "H", "H", "H"],
  "coordinates": [[0.46, -1.23, 0.21], [0.87, -0.43, 1.75], [-1.14, -0.69, 0.33], [2.71, -0.01, -2.29], [-2.63, -3.83, -3.70], [3.15, -3.28, 1.67], [-1.62, 7.41, -0.90], [0.85, 0.31, -0.83], [0.26, -2.74, 1.16], [-1.29, 0.40, 1.23], [3.21, -2.63, 2.61], [-0.56, 7.43, -1.32], [1.87, 0.23, -1.48], [-1.36, 1.83, 0.62], [-1.05, 4.31, 1.15], [0.81, 7.46, -1.86], [-0.29, 0.10, 2.36], [0.93, 2.95, 0.57], [-0.45, 2.89, 1.27], [5.51, -2.69, 4.53], [-3.33, -4.73, -3.57], [0.17, -2.19, -1.41], [-4.61, -5.28, -0.93], [4.71, -1.44, 4.17], [0.30, 5.61, -3.54], [-4.25, -5.86, -3.38], [-0.76, -3.42, -1.32], [0.82, 7.03, -3.33], [-5.27, -5.55, -2.28], [3.26, -1.76, 3.79], [-3.96, -4.40, -0.97], [0.43, -2.60, 2.15], [-0.25, -4.30, -0.92], [2.74, -2.25, 4.61], [1.88, -1.48, 0.10], [5.59, -3.37, 3.68], [-1.05, -3.70, -2.35], [-5.86, -4.68, -2.57], [-2.33, 0.23, 1.57], [1.02, -3.34, 0.87], [5.20, -0.92, 3.35], [1.47, 3.82, 0.96], [-4.76, -6.06, -4.32], [-1.18, 4.63, 0.11], [1.43, 6.79, -1.27], [1.20, 8.47, -1.76], [-0.12, 0.84, 3.13], [-1.68, -3.24, -0.76], [-1.96, 4.42, 1.74], [0.21, 7.72, -3.92], [-0.28, -1.52, -2.15], [1.11, -2.53, -1.85], [6.53, -2.41, 4.82], [-5.37, -5.09, -0.17], [-0.73, -0.81, 2.83], [0.35, 5.34, -4.59], [-5.95, -6.39, -2.18], [-3.66, -6.75, -3.12], [-0.26, 2.74, 2.33], [5.06, -3.23, 5.36], [0.84, 3.08, -0.51], [0.89, 4.89, -2.97], [-1.10, 1.76, -0.44], [-2.38, 2.22, 0.66], [-4.01, -6.13, -0.61], [-0.74, 5.52, -3.23], [4.71, -0.76, 5.02], [-0.31, 4.99, 1.60], [1.50, 2.06, 0.83], [2.72, -0.84, 3.55], [1.84, 7.10, -3.71]],
  "lowdin_charge": [0.5544, -0.3331, -0.2356, 0.0504, 0.1701, 0.1690, 0.1512, 0.0216, -0.1236, -0.3427, -0.2333, -0.2432, -0.4851, -0.1170, -0.1032, -0.1883, -0.2272, -0.0975, -0.4119, -0.1205, -0.2145, -0.3001, -0.1025, -0.2652, -0.1043, -0.1901, -0.2026, -0.2677, -0.2693, -0.1805, 0.0665, -0.0042, 0.0478, 0.1191, 0.0270, 0.0688, 0.0027, 0.1092, 0.1313, -0.0180, 0.1126, 0.0627, 0.1101, 0.0604, 0.1195, 0.1120, 0.1017, 0.0461, 0.0701, 0.1073, 0.0712, 0.0740, 0.0650, 0.0703, 0.1046, 0.0715, 0.1012, 0.1172, 0.1116, 0.0716, 0.0659, 0.0767, 0.1019, 0.1006, 0.0786, 0.0719, 0.1029, 0.0627, 0.0576, 0.1075, 0.1049]
}